DFT (wB97M-V/def2-TZVPD) results for a 8-piece molecular cluster, C5H25NO7 overall at a distorted geometry.

The geometry in XYZ format:
```
38
Properties=species:S:1:pos:R:3
C 0.55793 -1.36885 -1.21668
C -0.73927 -1.08019 -1.24669
C -1.60399 -2.05628 -2.04829
C -1.41438 0.14126 -0.66926
C -2.01345 0.92092 -1.84717
N -0.90019 1.59128 -2.53844
H 0.95485 -2.29284 -1.61626
H 1.30392 -0.78130 -0.68988
H -1.90261 -1.58786 -2.98489
H -2.56168 -2.24240 -1.55554
H -1.02514 -2.95152 -2.21215
H -0.79694 0.80003 -0.06705
H -2.25808 -0.27316 -0.10585
H -2.59494 0.28630 -2.51125
H -2.62481 1.74792 -1.49630
H -0.10983 1.02580 -2.72875
H -1.17734 1.93800 -3.44902
O 0.01857 -3.16498 1.33486
H -0.20555 -2.24704 1.14214
H -0.57660 -3.64919 0.75276
O 1.21873 1.49106 2.94333
H 1.55866 1.72595 2.07433
H 0.63704 2.22449 3.17080
O 3.40170 0.17332 -0.99945
H 3.09890 1.09800 -1.06495
H 3.61559 0.00172 -0.08016
O -0.94262 -0.14175 3.20987
H 0.02037 -0.02387 3.33187
H -1.02987 -1.00330 3.64025
O 1.46254 1.96198 -0.71666
H 1.86898 2.82312 -0.58931
H 0.59334 2.14509 -1.10879
O 2.75065 -1.36370 2.14901
H 2.72747 -0.43054 2.36974
H 2.49820 -1.58135 1.25350
O -1.06692 2.40335 2.13180
H -1.42510 2.08071 1.32604
H -1.31814 1.65986 2.71248
```

Summary:
- Maximum force: 0.035 Eh/bohr
- Relative energy (zero: lowest compared OMol25 entry of this formula, charge and spin): 21.3 kcal/mol
- Kohn-Sham gap: 9.79 eV
- E: -786.89922 Eh

Calculated atomic charges, method Mulliken, unit e: -0.801 0.834 -1.825 0.364 -0.596 -0.584 0.122 0.233 0.351 0.361 0.447 -0.392 0.353 0.376 0.343 0.211 0.224 -0.620 0.319 0.328 -0.662 0.310 0.305 -0.637 0.327 0.291 -0.652 0.364 0.292 -0.551 0.297 0.261 -0.609 0.292 0.320 -0.648 0.239 0.410



DFT (wB97M-V/def2-TZVPD) results for C13H20CuF4N2O4S2 as an isolated structure at a distorted geometry.

The geometry in XYZ format:
```
46
Properties=species:S:1:pos:R:3
Cu 0.22007 0.14417 0.38419
C 1.86644 -0.11417 -2.20075
N 2.06424 0.10287 -0.76385
C 3.09440 -0.81053 -0.26214
C 2.42014 1.50893 -0.48334
C 1.20235 2.46288 -0.64249
N 0.00326 1.65462 -0.78398
C -1.21373 2.17375 -1.08841
C -2.28920 1.28071 -1.24751
F -2.04666 -0.03853 -1.03962
C -3.54964 1.67864 -1.61096
F -4.50483 0.74636 -1.75594
C -3.84440 3.00863 -1.84293
C -2.81351 3.90808 -1.68102
F -3.03994 5.21666 -1.88229
C -1.54213 3.51922 -1.30617
F -0.60554 4.47862 -1.14410
H 2.79840 0.07864 -2.74653
H 1.08350 0.54391 -2.56787
H 1.56644 -1.14932 -2.37186
H 4.06171 -0.61422 -0.74003
H 2.80188 -1.83707 -0.48702
H 3.19317 -0.70427 0.81494
H 3.24161 1.81705 -1.14039
H 2.78262 1.54894 0.54474
H 1.33956 3.11374 -1.50705
H 1.16901 3.10903 0.24021
H -4.83344 3.32793 -2.13494
C 0.61597 -3.75543 0.84000
S -0.50514 -2.53433 0.16129
C -1.02742 -3.48270 -1.26056
O -1.66326 -2.43660 1.08763
H 0.00798 -4.61662 1.11836
H 1.08837 -3.30636 1.71127
H 1.36642 -4.02516 0.09559
H -0.16974 -3.65681 -1.91230
H -1.78137 -2.89127 -1.77835
H -1.45457 -4.42032 -0.90466
C -0.22494 -0.45666 4.24423
S 0.56378 0.28245 2.86216
O -0.49878 0.96218 2.06759
O 1.61403 1.14386 3.32246
O 1.05072 -0.83837 1.99620
H -0.48544 0.33841 4.93875
H 0.48629 -1.14474 4.69656
H -1.10788 -0.98220 3.88472
```

Summary:
- Expectation value of S²: 0.75
- Multiplicity: 2
- Maximum force: 0.026 Eh/bohr
- Relative energy (zero: lowest compared OMol25 entry of this formula, charge and spin): 20.7 kcal/mol
- Kohn-Sham gap (spin up / spin down): 7.75 / 6.51 eV
- E: -3754.09291 Eh

Calculated atomic charges, method Mulliken, unit e: -0.392 -1.111 0.559 -1.104 -0.957 -0.816 0.928 -0.370 0.470 -0.139 -0.047 -0.314 -0.597 0.170 -0.317 0.447 -0.319 0.377 0.203 0.287 0.374 0.245 0.327 0.408 0.380 0.610 0.446 0.496 -1.280 1.073 -1.233 -0.681 0.512 0.264 0.345 0.353 0.333 0.451 -1.047 1.535 -0.663 -0.661 -0.560 0.373 0.343 0.296



DFT (wB97M-V/def2-TZVPD) results for a 2-piece molecular cluster, C17H29N2O5 overall.

The geometry in XYZ format:
```
53
Properties=species:S:1:pos:R:3
C -2.62487 2.13113 -0.11083
C -2.28446 2.23462 -1.57999
O -2.27675 0.95238 -2.21323
C -0.88263 2.78513 -1.87940
O -0.43413 3.78732 -0.95781
C 0.91932 3.91317 -0.78143
O 1.46570 4.94656 -1.04177
N 1.60327 2.79500 -0.23761
C 0.83920 1.89031 0.64031
C 1.74169 1.07826 1.57222
C 1.18793 -0.33597 1.82009
N 2.21386 -1.39058 1.73370
C 1.99226 -2.32393 0.63482
C 2.57365 -1.85611 -0.67609
C 3.49816 -0.82265 -0.76160
C 3.99149 -0.39122 -1.98845
C 3.56289 -0.99342 -3.16392
C 2.64704 -2.03542 -3.10071
C 2.17592 -2.46466 -1.86957
O 1.25358 -3.49397 -1.79784
H -3.42918 1.41910 0.06024
H -1.80665 1.75190 0.46862
H -2.92713 3.09494 0.29753
H -3.01250 2.89004 -2.06716
H -3.02462 0.88929 -2.80736
H -0.86456 3.24421 -2.87043
H -0.19562 1.94043 -1.89617
H 2.09783 2.28355 -0.95773
H 0.23645 1.19163 0.06679
H 0.17048 2.51548 1.21857
H 2.74366 1.04500 1.15261
H 1.82392 1.60644 2.52164
H 0.37922 -0.53659 1.11490
H 0.71977 -0.36508 2.80146
H 2.20031 -1.92419 2.58855
H 0.92328 -2.49173 0.46906
H 2.42035 -3.29364 0.89342
H 3.83802 -0.35677 0.15050
H 4.70416 0.42129 -2.01610
H 3.93169 -0.64271 -4.11708
H 2.28861 -2.51397 -4.00201
H 1.63449 -4.27682 -2.20278
C -4.45887 -1.60598 1.47894
C -3.03746 -1.24368 1.97033
C -2.76520 -2.05597 3.25980
O -2.87953 0.08226 2.15091
H -5.18997 -1.27762 2.22333
H -4.66492 -1.08537 0.54044
H -4.59304 -2.68523 1.30695
H -2.34307 -1.68919 1.19804
H -3.46343 -1.73747 4.03905
H -1.74810 -1.85681 3.60866
H -2.87151 -3.14269 3.11562
```

Summary:
- Maximum force: 0.011 Eh/bohr
- Relative energy (zero: lowest compared OMol25 entry of this formula, charge and spin): 8.2 kcal/mol
- Kohn-Sham gap: 5.27 eV
- E: -1150.85213 Eh
- Net charge: -1

Calculated atomic charges, method Mulliken, unit e: -1.108 0.345 -0.548 -0.609 -0.241 0.416 -0.602 -0.308 -0.362 -0.627 -0.400 -0.406 -1.021 0.314 -0.345 -0.875 -0.375 -0.604 0.473 -0.529 0.236 0.077 0.360 0.427 0.321 0.313 0.348 0.282 0.147 0.448 0.348 0.335 0.120 0.335 0.324 0.372 0.433 0.603 0.421 0.388 0.424 0.316 -1.536 1.107 -1.470 -0.875 0.322 0.316 0.389 -0.208 0.353 0.265 0.373



DFT (wB97M-V/def2-TZVPD) results for a 2-piece molecular cluster, C4H13N2S2 overall at a distorted geometry.

The geometry in XYZ format:
```
21
Properties=species:S:1:pos:R:3
C 1.28484 1.82564 -0.41253
S 0.23993 1.71056 1.08486
S 1.36623 0.35319 2.21536
C 0.42825 0.26703 3.77864
H 1.86184 2.75101 -0.27107
H 1.92682 0.94492 -0.56897
H 0.64813 1.87187 -1.32413
H -0.40566 -0.43055 3.71493
H 1.07982 -0.12077 4.55258
H 0.10202 1.25887 4.07398
C -0.40487 -0.69183 -2.29221
C -1.10173 -1.18672 -1.22405
N -0.70839 -1.12648 0.19569
N -0.83686 -0.84680 -3.60660
H 0.57317 -0.22023 -2.28321
H -2.04706 -1.71305 -1.34253
H -1.08040 -1.94239 0.69372
H 0.30845 -1.24998 0.33057
H -0.96180 -0.27969 0.74127
H -1.82022 -0.97942 -3.74246
H -0.45251 -0.19520 -4.31386
```

Summary:
- Expectation value of S²: 0.75
- Multiplicity: 2
- Maximum force: 0.034 Eh/bohr
- Relative energy (zero: lowest compared OMol25 entry of this formula, charge and spin): 29.6 kcal/mol
- Kohn-Sham gap (spin up / spin down): 7.58 / 4.43 eV
- E: -1065.38425 Eh
- Net charge: +2

Calculated atomic charges, method Mulliken, unit e: -0.814 0.165 0.230 -0.762 0.408 0.358 0.361 0.332 0.359 0.359 -0.055 -0.412 -0.244 -0.480 0.326 0.299 0.383 0.412 0.248 0.260 0.266



DFT (wB97M-V/def2-TZVPD) results for a 11-piece molecular cluster, C20H65N19O11 overall at a distorted geometry.

The geometry in XYZ format:
```
115
Properties=species:S:1:pos:R:3
C -5.76077 1.12010 -0.88269
O -4.51085 1.34224 -0.20849
C -4.47698 0.86136 1.16857
C -3.22256 0.21086 1.56884
C -3.22341 -1.18351 1.00038
N -3.16506 0.19883 2.95880
H -5.81108 0.10878 -1.28617
H -5.98166 1.85889 -1.65309
H -6.56514 1.34867 -0.18351
H -4.72611 1.71561 1.79809
H -5.32488 0.18520 1.27799
H -2.31189 0.68592 1.20403
H -3.36903 -1.04522 -0.07096
H -4.04675 -1.77326 1.40337
H -2.24395 -1.64837 1.11297
H -2.43775 0.78151 3.34816
H -2.98403 -0.68471 3.41342
C -0.10255 2.24731 2.58121
O -0.83595 1.51544 3.57263
C -0.10582 0.49610 4.16967
C 1.30554 0.77971 4.85192
C 2.06191 -0.58141 4.98130
N 1.19809 1.52219 6.08346
H 0.59783 2.77955 3.22485
H -0.70537 2.96919 2.03021
H 0.51428 1.63856 1.92010
H -0.82144 0.08433 4.88131
H 0.18928 -0.26866 3.45123
H 1.98178 1.30863 4.18032
H 1.63154 -1.13593 5.81520
H 3.13594 -0.46589 5.12694
H 2.00938 -1.15306 4.05471
H 0.29132 1.88943 5.83245
H 0.89754 0.91138 6.82956
C 3.58231 -0.31266 -2.68545
O 2.48082 -0.59990 -3.47644
C 1.46673 0.40479 -3.69053
C 0.60858 -0.07613 -4.91604
C -0.35881 0.92008 -5.55572
N -0.14438 -1.26493 -4.55742
H 4.25377 0.42198 -3.12991
H 4.20155 -1.20923 -2.65721
H 3.28805 0.08582 -1.71451
H 1.01583 0.51567 -2.70438
H 1.95746 1.34488 -3.94256
H 1.25694 -0.37158 -5.74094
H 0.15365 1.83562 -5.85114
H -1.13705 1.16209 -4.83193
H -0.79529 0.63195 -6.51205
H 0.35892 -1.73863 -3.82095
H -0.90720 -0.88229 -4.01723
N 2.77915 4.15811 -0.33825
C 1.49737 4.00183 -0.41724
N 0.89349 5.12102 -0.52570
O 0.88237 2.96343 -0.41579
H 3.23577 3.39909 0.14701
H 3.13576 5.10110 -0.27740
H 1.42448 5.97991 -0.50462
H -0.11343 5.09764 -0.60092
N 1.21936 -4.58703 2.45312
C 0.39028 -3.96558 3.29125
N 0.00948 -2.78212 2.85274
O 0.14302 -4.33650 4.41358
H 1.29461 -4.10488 1.56883
H 1.86570 -5.34482 2.62077
H -0.53218 -2.22860 3.50106
H 0.23199 -2.40813 1.94129
N -3.66950 4.05697 -1.62125
C -2.40476 4.20826 -1.28547
N -2.02205 3.08955 -0.76961
O -1.75363 5.22429 -1.47573
H -4.21329 3.24473 -1.36698
H -4.19627 4.77413 -2.09905
H -2.56940 2.24115 -0.74245
H -1.04382 2.98175 -0.54255
N 4.89682 -4.14546 0.89378
C 4.14635 -3.32006 0.29872
N 3.43473 -3.92841 -0.58646
O 4.18330 -2.14068 0.50020
H 5.39717 -3.75444 1.67918
H 4.79834 -5.14525 0.78978
H 3.46773 -4.92796 -0.44538
H 2.86584 -3.43788 -1.26161
N 5.14902 0.74373 0.24870
C 4.86291 1.32519 1.39709
N 5.25670 2.58251 1.34539
O 4.45735 0.74362 2.40704
H 5.10693 -0.26355 0.30975
H 5.59709 1.24214 -0.50690
H 5.51747 3.00917 0.46785
H 5.16674 3.21657 2.12640
N -3.69764 0.89331 -3.46062
C -3.15616 -0.33868 -3.44941
N -3.69081 -1.08532 -4.37628
O -2.21149 -0.65868 -2.74727
H -3.12517 1.49782 -2.88883
H -4.57404 1.06203 -3.93344
H -4.38778 -0.82224 -5.05828
H -3.20619 -1.94493 -4.59146
N 1.66352 -0.56165 0.77523
C 0.80839 -1.02762 -0.05200
N -0.04321 -0.09326 -0.45142
O 0.77483 -2.16476 -0.44771
H 2.55260 -1.03406 0.85559
H 1.73247 0.43981 0.88673
H -0.75832 -0.36925 -1.10910
H 0.26099 0.86713 -0.37920
N -0.81127 -4.38515 -0.74669
C -2.09697 -4.42992 -0.95890
N -2.45232 -3.32582 -1.60454
O -2.85889 -5.27034 -0.64071
H -0.35641 -3.60239 -1.19447
H -0.35405 -5.09214 -0.18883
H -3.43064 -3.08099 -1.65970
H -1.73325 -2.64453 -1.80171
```

Summary:
- Maximum force: 0.138 Eh/bohr
- Relative energy (zero: lowest compared OMol25 entry of this formula, charge and spin): 112.3 kcal/mol
- Kohn-Sham gap: 8.87 eV
- E: -2669.18698 Eh

Results of the Mulliken charge analysis, in e, for atoms 1 through 99: -1.057 0.011 -1.496 2.495 -1.279 -0.732 0.274 0.314 0.452 0.326 0.461 -1.059 -0.012 0.470 0.081 0.519 0.299 -0.981 -0.489 -0.060 0.378 -1.186 -0.717 0.615 0.308 0.323 0.719 -0.639 0.134 0.424 0.333 0.124 0.349 0.328 -0.759 -0.422 0.159 0.371 -1.311 -0.735 0.471 0.268 0.195 -0.393 0.521 0.351 0.437 0.121 0.359 0.342 -0.144 -0.446 0.419 -0.285 -0.605 0.210 0.176 0.146 0.126 -0.252 0.515 0.117 -0.727 0.065 0.209 0.025 -0.162 -0.279 0.804 0.505 -0.813 0.110 0.204 0.025 -0.377 -0.489 0.502 -0.236 -0.680 0.267 0.141 0.151 0.113 -0.214 0.535 -0.395 -0.647 0.208 0.177 0.175 0.229 -0.314 0.381 -0.449 -0.414 -0.007 0.211 0.160 0.300